No. 1
Entry from OMol25: an isolated molecule of CH4INS in a non-equilibrium geometry (wB97M-V/def2-TZVPD).

The geometry in XYZ format:
```
8
Properties=species:S:1:pos:R:3:nbo_charge:R:1
C -0.147 -0.992 0.317 -0.817
N -0.173 0.957 -1.311 -0.972
S -0.531 0.762 0.259 0.897
I 1.303 1.516 1.885 -0.214
H 0.765 -0.907 -0.300 0.260
H -0.846 -1.518 -0.389 0.248
H -0.001 -1.645 1.124 0.255
H -0.368 1.827 -1.585 0.344
```

Output
- Lowest unoccupied orbital energy (alpha / beta): -1.011 / -1.011 eV
- HOMO-LUMO gap (alpha / beta): 7.92 / 7.92 eV
- Energy above the lowest of the compared OMol25 structures with the same formula, charge and spin: 131.8 kJ/mol
- Largest force on an atom: 6.51 eV Å⁻¹
- HOMO energy (alpha / beta): -0.3280 / -0.3281 Ha

---

No. 2
Entry from OMol25: a 2-piece molecular cluster, CH4INS overall in a non-equilibrium geometry (wB97M-V/def2-TZVPD).

The geometry in XYZ format:
```
8
Properties=species:S:1:pos:R:3:nbo_charge:R:1
C -1.496 -0.658 0.902 -0.521
N 0.612 0.928 -1.666 -0.870
S 0.984 1.103 -0.178 0.607
I 3.006 -0.238 0.423 -0.104
H -1.176 -1.040 -0.062 0.179
H -2.254 0.082 0.830 0.159
H -1.184 -0.957 1.938 0.184
H 1.508 0.780 -2.186 0.366
```

Output
- Lowest unoccupied orbital energy (alpha / beta): -1.105 / -1.370 eV
- HOMO-LUMO gap (alpha / beta): 7.50 / 7.36 eV
- Energy above the lowest of the compared OMol25 structures with the same formula, charge and spin: 301.4 kJ/mol
- Largest force on an atom: 1.62 eV Å⁻¹
- HOMO energy (alpha / beta): -0.3162 / -0.3209 Ha

---

No. 3
Entry from OMol25: CH4IP as an isolated structure in a non-equilibrium geometry (wB97M-V/def2-TZVPD).

The geometry in XYZ format:
```
7
Properties=species:S:1:pos:R:3:nbo_charge:R:1
C 0.321 -0.397 -0.179 -0.876
P -0.611 1.134 -0.201 0.358
I 2.399 -0.140 0.125 0.134
H -0.021 -1.243 0.363 0.212
H 0.205 -1.129 -1.536 0.221
H -1.708 0.387 0.147 -0.031
H -0.585 1.388 1.281 -0.018
```

Output
- Lowest unoccupied orbital energy: 0.259 eV
- HOMO-LUMO gap: 9.67 eV
- Energy above the lowest of the compared OMol25 structures with the same formula, charge and spin: 279.0 kJ/mol
- Largest force on an atom: 5.41 eV Å⁻¹
- HOMO energy: -0.3459 Ha